Model A:
Entry from OMol25: a cluster of 2 separate species, C8H19N2O2 in total (wB97M-V/def2-TZVPD).

Geometry as XYZ:
```
31
Properties=species:S:1:pos:R:3:nbo_charge:R:1
N -1.0258 2.5815 -1.8268 -0.6466
C -0.0926 2.3998 -2.6736 0.1475
C 0.2269 1.0433 -3.3327 -0.4949
C 0.8109 0.0132 -2.3289 -0.0510
N -0.2643 -0.5894 -1.4640 -0.5130
C -0.3315 -0.0263 -0.0670 -0.2714
C 1.1502 0.4803 0.1592 -0.4552
C 1.8690 0.4728 -1.2567 0.0872
O 2.5564 1.7036 -1.4974 -0.7004
H -1.0161 3.5662 -1.5506 0.3638
H 0.5512 3.2606 -2.9634 0.1873
H 0.8520 1.1563 -4.2418 0.2694
H -0.7359 0.6111 -3.7066 0.2336
H 1.2835 -0.8626 -2.8111 0.2332
H -0.0467 -1.5851 -1.4556 0.4392
H -1.2131 -0.4719 -1.8324 0.4541
H -0.3871 -0.9030 0.6429 0.2691
H -1.0542 0.7891 0.1100 0.2728
H 1.7360 -0.2368 0.7718 0.2464
H 1.2405 1.4691 0.6496 0.2431
H 2.6945 -0.2743 -1.3418 0.1914
H 2.8589 1.9889 -0.6323 0.4840
C -1.6373 -1.8078 4.4680 -0.6351
C -1.3735 -1.5845 2.9926 -0.0676
O -0.0447 -1.9839 2.6570 -0.7452
H -0.9268 -1.2419 5.0723 0.2213
H -2.6495 -1.5011 4.7354 0.2252
H -1.5111 -2.8617 4.7274 0.2079
H -1.4807 -0.5286 2.7386 0.1697
H -2.0786 -2.1600 2.3825 0.1586
H 0.0396 -2.9169 2.8754 0.4755
```

## Properties
* net charge: +1
* highest occupied orbital energy: -13.4 eV
* 2S+1: 1
* LUMO energy: -3.1 eV

Model B:
Entry from OMol25: a cluster of 2 separate species, C8H19N2O2 in total (wB97M-V/def2-TZVPD).

Geometry as XYZ:
```
31
Properties=species:S:1:pos:R:3:nbo_charge:R:1
C -1.1373 1.1360 -0.1902 0.6449
C -1.1160 2.5997 -0.6133 -0.7441
C -1.1701 -1.3588 -0.5838 -0.5843
C -1.8491 0.3603 -2.3977 -0.6187
C 3.1400 0.4336 -0.8655 -0.7276
C 0.8458 -2.0202 2.6178 -0.4407
C -0.8565 0.1180 -1.2251 0.0062
C 1.7175 0.2530 -0.3836 0.7737
N 0.5131 0.3999 -1.5347 -0.7204
N -0.0838 -0.9814 3.1219 -0.7147
O -1.1286 0.9008 0.9836 -0.6145
O 1.4566 0.0715 0.7587 -0.6159
H -1.1355 3.3166 0.2301 0.2465
H -2.0255 3.0121 -1.1723 0.2500
H -0.2377 2.7136 -1.1934 0.2409
H -0.9285 -2.0515 -1.2945 0.2190
H -0.5541 -1.3967 0.2934 0.1812
H -2.1569 -1.2736 -0.2747 0.2143
H -1.6896 1.1847 -3.0480 0.2306
H -2.9294 0.4685 -1.9811 0.2319
H -1.8617 -0.4938 -3.0698 0.2284
H 3.2642 1.5952 -0.7430 0.2672
H 3.2489 0.0110 -1.8808 0.2501
H 3.7742 -0.0236 -0.1006 0.2536
H 1.8907 -1.6348 2.5386 0.2555
H 0.7064 -2.9359 3.3664 0.2264
H 0.5630 -2.3854 1.5897 0.2447
H 0.7980 0.5602 -2.5111 0.4121
H 0.2389 -0.8383 4.1061 0.4626
H -0.2753 -0.2998 2.3799 0.5041
H -1.0219 -1.4407 3.0769 0.4370
```

## Properties
* net charge: +1
* highest occupied orbital energy: -12.2 eV
* 2S+1: 1
* LUMO energy: -3.0 eV

Relative energies, hartree: model A 0.0000; model B 0.0071.

Model A:
Entry from OMol25: a cluster of 2 separate species, C2H3Cl2NO2 in total (wB97M-V/def2-TZVPD).

Geometry as XYZ:
```
10
Properties=species:S:1:pos:R:3:nbo_charge:R:1
C 0.9045 0.5107 -0.6566 -0.3727
C 1.8883 -0.3046 -0.2159 0.0087
Cl 3.1079 0.0743 1.0041 0.0535
N 1.9155 -1.6857 -0.8525 0.5169
O 0.8919 -1.9797 -1.4018 -0.3758
O 2.8907 -2.3666 -0.7337 -0.3287
H 0.8256 1.5666 -0.2916 0.2463
H 0.3261 -0.0062 -1.4098 0.2513
Cl -2.0075 -1.7164 0.9175 -0.2807
H -1.8090 -1.0417 -0.2369 0.2813
```

## Properties
* SMILES string: C=C(Cl)[N+](=O)[O-].Cl
* net charge: 0
* highest occupied orbital energy: -10.8 eV
* 2S+1: 1
* LUMO energy: -0.7 eV

Model B:
Entry from OMol25: a cluster of 2 separate species, C2H3Cl2NO2 in total (wB97M-V/def2-TZVPD).

Geometry as XYZ:
```
10
Properties=species:S:1:pos:R:3:nbo_charge:R:1
C -0.1170 0.6166 -1.1017 -0.7540
C 0.7644 0.4431 0.0065 -0.0002
N -0.6590 -1.1488 1.2685 0.4825
O -0.3440 -1.3920 2.3925 -0.2880
O -1.5574 -1.6149 0.5192 -0.3699
Cl 2.2252 -0.5127 0.1270 0.0793
Cl 0.6585 1.6930 1.2165 0.0516
H -0.7259 1.6004 -1.0748 0.2665
H 0.5391 0.5269 -2.0268 0.2494
H -0.7841 -0.2117 -1.3271 0.2830
```

## Properties
* net charge: 0
* highest occupied orbital energy (alpha / beta): -9.8 / -8.4 eV
* 2S+1: 1
* LUMO energy (alpha / beta): -0.7 / -1.5 eV

Relative energies, hartree: model A 0.0000; model B 0.0473.

Model A:
Entry from OMol25: a cluster of 2 separate species, C3H9PS in total (wB97M-V/def2-TZVPD).

Geometry as XYZ:
```
14
Properties=species:S:1:pos:R:3:nbo_charge:R:1
C 1.8106 0.5535 -2.1029 -0.8263
P 1.9013 -0.3815 -0.7324 0.6809
C 1.4443 0.9839 0.5441 -0.7950
S -0.4496 1.1913 0.5399 -0.0758
H 1.5306 1.5495 -2.2060 0.2031
H 2.1505 0.0986 -3.1197 0.2292
H 1.7858 0.7921 1.5522 0.2257
H 1.9405 1.8679 0.2147 0.2248
H -0.3586 2.5439 0.4964 0.1349
C -2.3952 -1.8346 1.0288 -0.8689
H -2.4342 -0.7036 0.7287 0.2253
H -1.6167 -2.0173 1.7335 0.2112
H -3.3235 -2.4130 1.2295 0.2203
H -1.9858 -2.2306 0.0932 0.2107
```

## Properties
* SMILES string: C=PCS.C
* net charge: 0
* highest occupied orbital energy: -9.0 eV
* 2S+1: 1
* LUMO energy: 0.0 eV

Model B:
Entry from OMol25: a cluster of 2 separate species, C3H9PS in total (wB97M-V/def2-TZVPD).

Geometry as XYZ:
```
14
Properties=species:S:1:pos:R:3:nbo_charge:R:1
C 0.4081 1.4684 0.9856 -0.6159
C 1.7069 -2.2910 -1.2138 -0.5139
C -0.8510 1.6559 0.1709 -0.7081
P -1.4403 0.1827 -0.8429 0.3813
S -2.0886 -0.9097 0.7725 -0.2649
H 0.4821 2.4072 1.5467 0.2174
H 0.2560 0.5701 1.6868 0.2119
H 1.3288 1.2015 0.3792 0.2133
H 2.5495 -2.9986 -0.7475 0.1873
H 1.6226 -1.2435 -0.9950 0.1596
H 0.9321 -2.5809 -1.8875 0.1647
H -0.8182 2.4048 -0.5299 0.2155
H -1.6397 1.9345 0.7907 0.2142
H -2.4484 -1.8015 -0.1157 0.1375
```

## Properties
* net charge: 0
* highest occupied orbital energy (alpha / beta): -8.8 / -7.4 eV
* 2S+1: 1
* LUMO energy (alpha / beta): -0.6 / 0.2 eV

Relative energies, hartree: model A 0.0000; model B 0.0520.

Model A:
Entry from OMol25: the molecule C2H3BrO (wB97M-V/def2-TZVPD).

Geometry as XYZ:
```
7
Properties=species:S:1:pos:R:3:nbo_charge:R:1
C -0.6199 0.0907 0.4062 -0.1021
C 0.4782 -0.4096 -0.5602 -0.1163
O -0.5093 1.3364 -0.1299 -0.5605
Br 2.1242 -0.0773 0.0373 0.2214
H -1.5418 -0.5674 0.3242 0.1707
H -0.1423 0.1017 1.5318 0.1548
H 0.2109 -0.4746 -1.6093 0.2320
```

## Properties
* net charge: 0
* highest occupied orbital energy (alpha / beta): -9.5 / -9.7 eV
* 2S+1: 1
* LUMO energy (alpha / beta): -1.0 / -1.0 eV

Model B:
Entry from OMol25: the molecule C2H3BrO (wB97M-V/def2-TZVPD).

Geometry as XYZ:
```
7
Properties=species:S:1:pos:R:3:nbo_charge:R:1
Br 0.0092 2.6684 0.4863 0.1866
C -0.5853 1.0340 0.1686 -0.1512
C 0.4278 -0.0365 0.2709 -0.1112
O -0.2082 -0.0425 1.4946 -0.5190
H -1.6302 0.6700 0.0121 0.2538
H 0.4139 -0.9857 -0.2246 0.1744
H 1.4407 0.2910 0.1064 0.1666
```

## Properties
* SMILES string: Br[C@H]1CO1
* net charge: 0
* highest occupied orbital energy: -10.0 eV
* 2S+1: 1
* LUMO energy: 0.8 eV

Model C:
Entry from OMol25: a cluster of 2 separate species, C2H3BrO in total (wB97M-V/def2-TZVPD).

Geometry as XYZ:
```
7
Properties=species:S:1:pos:R:3:nbo_charge:R:1
C -0.8835 0.6163 0.1000 -0.5111
C -0.7134 -0.6392 -0.1505 0.1982
O 1.7693 -1.1184 -0.0183 -0.7870
Br 2.5129 0.4326 0.0885 0.3184
H -1.6558 1.2113 -0.1755 0.2537
H -0.1040 1.1952 0.5624 0.2706
H -0.9255 -1.6979 -0.4066 0.2572
```

## Properties
* net charge: 0
* highest occupied orbital energy (alpha / beta): -8.6 / -8.6 eV
* 2S+1: 1
* LUMO energy (alpha / beta): -1.8 / -1.8 eV

Model D:
Entry from OMol25: a cluster of 2 separate species, C2H3BrO in total (wB97M-V/def2-TZVPD).

Geometry as XYZ:
```
7
Properties=species:S:1:pos:R:3:nbo_charge:R:1
C -1.1724 -0.3892 0.0873 0.4440
C 1.0891 0.2378 -0.0400 -0.5359
O -1.2896 -1.5569 -0.0386 -0.5190
Br -2.6409 0.8850 0.0117 0.0020
H 1.5168 0.6666 -0.9435 0.1987
H 1.3005 -0.8303 0.1516 0.2091
H 1.1966 0.9870 0.7715 0.2011
```

## Properties
* net charge: 0
* highest occupied orbital energy (alpha / beta): -9.1 / -9.1 eV
* 2S+1: 1
* LUMO energy (alpha / beta): -1.0 / -0.9 eV

Relative energies, hartree: model A 0.0392; model B 0.0000; model C 0.1338; model D 0.0070.

Model A:
Entry from OMol25: the molecule C3H4ClFO (wB97M-V/def2-TZVPD).

Geometry as XYZ:
```
10
Properties=species:S:1:pos:R:3:nbo_charge:R:1
O 1.4506 -1.0158 -0.2183 -0.7125
C 0.1259 -0.8226 0.2785 0.0636
C -0.0594 0.7786 0.4511 0.1187
F 0.9484 1.3914 -0.2371 -0.3507
C -0.7835 -0.0741 -0.4999 -0.3178
Cl -2.4834 0.0211 -0.1268 -0.0014
H 1.7765 -0.0347 -0.6172 0.4929
H -0.1579 -1.5729 1.1684 0.2290
H -0.4181 1.3037 1.4215 0.2245
H -0.3990 0.0253 -1.6202 0.2537
```

## Properties
* SMILES string: O[C@H]1[C@@H](F)[C@@H]1Cl
* net charge: 0
* highest occupied orbital energy: -9.5 eV
* 2S+1: 1
* LUMO energy: 1.0 eV

Model B:
Entry from OMol25: the molecule C3H4ClFO (wB97M-V/def2-TZVPD).

Geometry as XYZ:
```
10
Properties=species:S:1:pos:R:3:nbo_charge:R:1
C -0.2032 0.1761 1.5918 -0.2852
O -0.4810 0.6121 0.2157 -0.4859
C -0.0283 -0.4454 -0.6118 0.0625
C 0.6482 -0.0506 -1.8194 0.2781
F 0.4024 -0.8357 -2.9400 -0.3296
Cl 0.6550 1.7345 -2.1632 -0.0205
H 0.8018 -0.0956 1.7097 0.1847
H -0.6894 -0.6217 2.0883 0.1843
H -0.5928 0.9159 2.3215 0.2038
H -0.5126 -1.3895 -0.3926 0.2078
```

## Properties
* SMILES string: CO/C=C(/F)Cl
* net charge: 0
* highest occupied orbital energy: -9.2 eV
* 2S+1: 1
* LUMO energy: 0.0 eV

Relative energies, hartree: model A 0.0000; model B 0.0045.

Model A:
Entry from OMol25: the molecule C3H4ClFO (wB97M-V/def2-TZVPD).

Geometry as XYZ:
```
10
Properties=species:S:1:pos:R:3:nbo_charge:R:1
F -0.3035 1.7139 -0.1708 -0.3310
C -0.7228 0.4291 -0.1081 0.2318
Cl -2.3297 -0.0681 0.0037 0.0483
C 0.3302 -0.3697 -1.0306 -0.1179
O 1.4334 -0.1771 -0.0355 -0.5466
C 0.3514 -0.0426 1.0788 -0.0974
H 0.0087 -1.5067 -1.1424 0.2119
H 0.5013 0.4409 -2.0277 0.2174
H 0.0428 -1.0256 1.4902 0.1732
H 0.6884 0.6060 1.9423 0.2103
```

## Properties
* SMILES string: FC1(Cl)COC1
* net charge: 0
* highest occupied orbital energy: -10.3 eV
* 2S+1: 1
* LUMO energy: 0.8 eV

Model B:
Entry from OMol25: a cluster of 2 separate species, C3H4ClFO in total (wB97M-V/def2-TZVPD).

Geometry as XYZ:
```
10
Properties=species:S:1:pos:R:3:nbo_charge:R:1
C 0.8842 0.3334 -0.1029 -0.1257
C -0.6692 0.4625 -0.1781 0.3467
C -1.4368 -0.5485 -0.1172 -0.2600
H 2.6172 -0.6876 0.7068 0.4658
H 1.0152 0.7416 -1.0699 0.1900
H 1.2900 0.8749 0.8944 0.1943
H -1.0711 -1.5348 -0.1389 0.2390
O 1.5665 -1.0108 -0.0332 -0.7026
F -0.9593 1.7097 0.0226 -0.2924
Cl -3.2367 -0.3404 0.0163 -0.0551
```

## Properties
* net charge: 0
* highest occupied orbital energy: -9.8 eV
* 2S+1: 1
* LUMO energy: -0.2 eV

Relative energies, hartree: model A 0.0000; model B 0.0243.